[1]
Entry from OMol25: C18H37O3P3Pd as an isolated structure at a distorted geometry (ωB97M-V with the def2-TZVPD basis set).

Results
total charge = +4
orbital gap (alpha / beta) = 0.2580 / 0.2084 hartree
ΔE to the lowest compared entry with this formula, charge and spin = 0.0000 eV
multiplicity = 5
HOMO energy (alpha / beta) = -18.8 / -20.6 eV

Structure (XYZ):
```
62
Properties=species:S:1:pos:R:3:forces:R:3:mulliken_spin:R:1
P 3.66564 -0.52206 0.58554 -0.4 0.0 0.9 0.058
C 4.38211 -0.61573 2.22361 0.3 0.0 0.3 0.050
H 5.36358 -1.11530 2.13737 -0.3 0.2 0.1 0.011
H 3.73744 -1.19739 2.90503 0.2 0.2 -0.4 -0.002
H 4.53464 0.39836 2.63043 0.0 -0.4 -0.1 -0.001
C 3.38880 -2.17053 -0.07128 -0.5 -0.1 -0.2 0.040
H 3.25396 -2.12369 -1.16112 0.1 0.0 0.3 0.001
H 2.50107 -2.62331 0.39590 0.3 0.1 0.0 -0.009
H 4.27363 -2.78593 0.15395 -0.2 0.2 0.0 0.000
C 4.69549 0.42255 -0.53571 -0.1 0.5 -0.1 0.021
H 5.63620 -0.12645 -0.69861 -0.2 0.1 0.2 0.002
H 4.92819 1.40672 -0.10248 0.0 -0.3 -0.1 -0.002
H 4.18878 0.56467 -1.50185 0.2 -0.1 0.3 -0.008
P -0.71114 3.24958 -0.78791 -1.6 2.5 0.0 0.465
C -0.61520 3.69128 0.98633 0.8 -1.3 0.2 0.051
H -1.19765 4.60484 1.17271 0.1 -0.2 -0.3 0.023
H 0.43776 3.84540 1.25712 -0.3 0.0 0.1 -0.002
H -1.01791 2.85363 1.57220 0.1 0.4 0.0 0.001
C -0.07164 4.77004 -1.59177 0.9 -0.9 -0.6 0.039
H -0.15084 4.65850 -2.68189 0.0 0.2 0.3 0.001
H 0.98810 4.88904 -1.32769 -0.3 0.2 -0.1 -0.002
H -0.64327 5.64892 -1.26230 0.0 -0.4 0.1 0.021
C -2.51542 3.45486 -1.08713 0.1 -1.2 -0.4 0.038
H -2.86688 4.39021 -0.62781 0.3 -0.2 -0.1 0.020
H -3.04129 2.59918 -0.64034 -0.1 0.4 -0.1 0.002
H -2.71030 3.46598 -2.16788 0.0 0.1 0.3 -0.001
P -2.88752 -2.41479 0.46513 0.2 0.4 0.9 0.052
C -3.51028 -2.89021 2.07788 -0.2 -0.2 0.3 0.047
H -3.95933 -3.89426 2.00849 0.1 0.2 0.0 0.012
H -4.28391 -2.18488 2.41684 0.2 -0.2 -0.1 0.000
H -2.69834 -2.91884 2.82049 -0.2 0.1 -0.3 -0.005
C -4.15900 -2.52772 -0.79317 -0.2 0.3 -0.2 0.027
H -4.77686 -3.42020 -0.60264 0.2 0.2 0.0 0.003
H -3.71036 -2.61445 -1.79407 -0.1 0.0 0.4 -0.007
H -4.80291 -1.63601 -0.76520 0.1 -0.3 0.0 0.002
C -1.45932 -3.40633 0.02391 0.5 0.2 -0.2 0.057
H -1.71665 -4.46773 0.16945 -0.1 0.3 0.0 0.000
H -0.58912 -3.15479 0.66057 -0.5 -0.1 -0.1 -0.018
H -1.20083 -3.24811 -1.03311 -0.2 -0.1 0.3 -0.008
Pd -0.15337 0.60006 -2.44398 -0.8 4.4 8.8 0.785
C 2.01563 0.24895 0.61592 1.2 -0.7 -1.6 0.623
O 0.93449 0.64275 0.81792 0.0 0.1 0.6 0.215
C -2.24695 -0.71329 0.49531 -0.3 -1.5 -1.4 0.621
O -1.71701 0.31423 0.66341 -0.1 0.2 0.5 0.248
C -1.42038 0.02397 -3.97836 -1.8 -0.4 -1.2 0.052
C -0.80588 -1.10008 -3.41928 -0.5 -2.6 -0.5 0.111
C 0.58507 -1.13842 -3.27940 0.8 -2.7 -0.5 0.001
C 1.36202 -0.05278 -3.69625 1.8 -0.8 -0.8 0.146
C 0.74718 1.06804 -4.25486 1.0 1.5 -2.0 0.026
C -0.64151 1.10327 -4.39744 -0.7 1.6 -2.3 0.058
H -2.50737 0.08837 -4.00670 0.2 0.0 -0.1 0.023
H -1.41126 -1.91522 -3.02272 0.2 0.2 -0.3 0.038
H 1.05979 -1.98463 -2.78232 -0.1 0.1 -0.3 -0.001
H 2.43736 -0.05589 -3.52013 -0.2 0.0 -0.1 0.045
H 1.34350 1.94488 -4.50328 -0.1 -0.2 -0.1 0.012
H -1.12436 2.01022 -4.75714 0.1 -0.3 -0.1 0.014
C 0.50254 -1.76046 3.22270 0.0 0.1 0.3 0.008
O 0.76018 -2.60921 2.08912 0.1 -0.6 0.2 0.002
H 0.19992 -2.33687 4.11221 0.2 0.2 -0.4 0.000
H -0.31115 -1.07851 2.95115 0.2 0.0 0.1 -0.004
H 1.40968 -1.18294 3.45444 -0.4 -0.1 0.1 -0.003
H 0.98913 -3.49379 2.42939 0.0 0.5 -0.2 0.000
```
Positions in Å, forces in eV/Å.

---

[2]
Entry from OMol25: C18H37OP3ReS as an isolated structure at a distorted geometry (ωB97M-V with the def2-TZVPD basis set).

Results
total charge = +4
orbital gap (alpha / beta) = 0.1857 / 0.1266 hartree
ΔE to the lowest compared entry with this formula, charge and spin = 3.9734 eV
multiplicity = 4
HOMO energy (alpha / beta) = -20.3 / -20.2 eV

Structure (XYZ):
```
61
Properties=species:S:1:pos:R:3:forces:R:3:mulliken_spin:R:1
Re 0.10389 -0.77514 -0.07613 -2.5 2.9 1.3 1.332
P 1.41826 -2.57268 0.22458 2.8 -5.8 1.0 -0.122
P -2.34339 -1.09602 1.54727 -3.3 -1.1 1.3 0.207
P 0.99000 -0.17840 -2.16303 1.6 1.2 -3.7 -0.040
H -2.95147 2.71774 1.23127 -0.3 0.1 -0.2 0.000
C -3.03597 3.11562 0.21934 0.1 -0.2 -0.4 0.004
C -3.61849 2.48453 -0.81366 1.5 0.3 0.1 0.006
H -4.03999 1.48838 -0.78754 -0.3 0.1 0.2 0.000
C 2.62567 -2.46057 1.61555 0.0 1.4 0.7 0.019
C 0.70754 -4.19938 0.75916 -0.8 0.6 -0.2 0.017
C 2.57450 -3.27582 -1.01342 0.0 0.7 -1.1 0.062
C -3.83207 -0.00555 1.77929 0.3 1.4 -0.9 0.031
C -3.35222 -2.48169 0.83557 1.0 0.1 -0.8 0.010
C -2.25466 -1.71810 3.27300 1.5 0.1 0.4 0.044
C 0.23471 1.43015 -2.62812 -0.6 0.4 0.6 0.043
C 0.59802 -1.09117 -3.72001 -0.7 -0.7 0.5 0.023
C 2.77614 0.18508 -2.45669 0.4 -0.3 0.9 0.026
H -2.59846 4.11282 0.07503 -0.3 -0.4 0.0 0.001
H -3.49932 2.91882 -1.80516 -0.6 0.1 0.2 0.000
H 3.23345 -3.37654 1.63616 -0.4 0.1 -0.3 -0.001
H 2.11240 -2.38029 2.57481 0.0 0.1 0.0 -0.002
H 3.29343 -1.60487 1.50669 0.0 0.0 0.0 0.001
H 1.52112 -4.91556 0.94739 -0.2 0.3 -0.2 0.001
H 0.03589 -4.58026 -0.01980 0.2 -0.1 0.1 -0.002
H 0.12278 -4.06993 1.67788 0.1 -0.1 -0.1 0.000
H 3.20614 -4.02120 -0.50896 -0.4 0.3 0.1 0.007
H 3.23359 -2.52245 -1.45312 0.0 -0.1 0.0 0.002
H 2.02181 -3.77640 -1.81410 0.0 0.1 0.1 -0.003
H -4.53507 -0.47481 2.48717 0.6 -0.2 -0.2 0.013
H -4.36705 0.10596 0.82338 0.3 0.0 0.3 -0.001
H -3.57415 0.98449 2.15842 -0.1 -0.1 0.0 -0.001
H -4.03406 -2.89341 1.59661 0.4 0.3 -0.1 0.006
H -2.65704 -3.25422 0.49289 -0.4 -0.3 0.0 -0.001
H -3.93973 -2.10989 -0.01358 0.1 -0.2 0.2 -0.001
H -3.27363 -1.77924 3.69020 0.3 0.1 -0.5 0.015
H -1.67281 -1.03211 3.89593 -0.1 -0.2 0.1 0.001
H -1.80097 -2.71235 3.30317 0.0 0.1 0.1 -0.001
H 1.02868 2.14595 -2.87500 -0.2 -0.2 0.1 0.002
H -0.37544 1.85115 -1.81869 0.0 0.0 -0.3 -0.013
H -0.40807 1.27863 -3.50049 0.1 0.1 0.2 0.000
H 1.25599 -0.73533 -4.52396 -0.1 0.1 0.4 0.003
H -0.44331 -0.88265 -4.00218 0.3 -0.2 0.0 -0.001
H 0.72652 -2.17019 -3.61702 0.0 0.0 -0.1 -0.002
H 2.94435 1.27092 -2.46629 -0.1 -0.4 0.1 0.003
H 3.06237 -0.23603 -3.42999 -0.1 0.1 0.3 0.000
H 3.39796 -0.25218 -1.67265 0.1 0.1 -0.2 0.002
C 1.74578 2.66616 0.81166 -1.1 1.4 -0.9 0.215
C 2.87302 3.13109 1.54857 1.2 0.7 0.9 0.175
C 3.09626 4.49922 1.72627 0.5 -0.4 0.5 0.005
C 2.25073 5.43218 1.12034 1.5 0.5 1.1 0.274
C 1.18908 4.98125 0.32566 -1.6 -0.6 -1.2 0.276
C 0.91777 3.62096 0.19857 -0.3 -1.0 0.1 -0.005
S 1.41143 0.94283 0.86200 -0.4 -0.5 0.4 0.373
H -0.78025 -2.15602 0.38470 0.6 0.3 -0.2 -0.032
H 3.53432 2.39513 2.02034 -0.2 0.4 -0.1 0.000
H 3.91398 4.85513 2.38742 -0.5 -0.4 -0.6 0.006
H 2.39745 6.50500 1.28726 0.0 -0.4 -0.1 -0.004
H 0.53900 5.70470 -0.18452 0.3 -0.3 0.2 0.001
H 0.02097 3.28501 -0.31292 0.1 0.2 0.0 0.007
O -2.31651 -1.25640 -2.04268 4.9 1.2 4.0 0.080
C -1.41089 -1.06202 -1.30378 -5.3 -1.8 -4.0 -0.062
```
Positions in Å, forces in eV/Å.